1.
A 3-piece molecular cluster, C22H57N6O11P3S overall. Source: the Open Molecules 2025 dataset; level of theory: ωB97M-V/def2-TZVPD.

Output
ΔE to the lowest compared entry with this formula, charge and spin   0.0 kJ/mol
Largest force on an atom   0.10174 Eh/bohr
Net charge   0
SMILES string   CCOCCO[C@@]1(OC[C@@H](C)O)OS(=O)(=O)O[C@@]1(C)[PH2]=O.CN(C)P(=O)(N(C)C)N(C)C.CN(C)P(=O)(N(C)C)N(C)C
Total energy   -3450.84863 Eh

Geometry as XYZ:
```
100
Properties=species:S:1:pos:R:3:forces:R:3:mulliken_charge:R:1
C 1.1823 2.2062 -1.6918 -0.1679 0.0300 0.1533 -1.45
C 1.5140 0.7200 -1.5269 -0.3092 0.2298 -0.0282 1.20
O 2.8397 0.3964 -1.9463 0.0935 -0.1416 0.0469 -0.46
C 3.8347 0.7290 -1.0079 -0.2752 -0.0389 0.1487 -0.78
C 4.1835 -0.4283 -0.0842 0.1792 0.1985 -0.2781 -0.99
O 3.2590 -0.4467 1.0194 0.1548 0.1824 0.1046 0.61
C 3.7115 -1.0686 2.1613 -0.0811 -1.1750 -0.5732 -0.72
O 4.8172 -0.5182 2.7464 -0.5320 0.5348 -0.1304 -0.33
C 4.9020 0.9129 2.7241 0.3516 0.2957 0.2944 -0.29
C 4.1034 1.6966 3.8052 -0.1251 0.2292 -0.1332 0.28
C 3.0738 2.6199 3.1621 0.2563 0.1612 0.0338 -1.25
O 3.5433 0.8489 4.7820 0.1548 0.1216 -0.0255 -0.54
O 2.5327 -1.1006 2.9773 0.3961 0.4436 0.4989 0.50
S 2.5709 -2.2696 4.0629 0.0779 -0.0818 0.2153 1.11
O 3.2521 -1.9567 5.2616 -0.0510 0.2243 -0.0246 -0.59
O 1.2342 -2.7478 4.1311 0.0669 -0.2487 -0.1984 -0.66
O 3.5332 -3.2140 3.2258 -0.3403 0.2137 -0.1409 -0.42
C 3.9850 -2.5952 1.9647 0.0252 -0.6142 0.8477 1.19
C 5.4294 -3.0370 1.8625 -0.0797 -0.2396 -0.2462 -1.60
P 2.9541 -3.4515 0.6607 0.7811 -0.1855 -1.0369 0.60
O 3.7857 -4.0031 -0.4358 0.0352 0.1049 -0.0055 -0.73
H 1.1477 2.7148 -0.7278 0.1431 0.0740 -0.0224 0.20
H 1.8966 2.7040 -2.3486 0.0325 -0.0873 -0.0138 0.51
H 0.1883 2.3223 -2.1225 0.0015 -0.0182 -0.0289 0.28
H 0.8411 0.1267 -2.1448 0.1567 -0.0664 -0.1065 -0.14
H 1.3390 0.4224 -0.4899 0.0885 -0.1024 -0.0039 -0.36
H 4.7420 1.0091 -1.5469 -0.0714 0.0061 -0.1082 0.40
H 3.5003 1.5830 -0.4060 0.2113 0.0540 0.0396 0.32
H 5.2087 -0.3164 0.2784 -0.0485 0.0218 0.1124 0.58
H 4.1258 -1.3544 -0.6660 -0.0481 -0.0726 0.1277 0.47
H 5.9606 1.1259 2.8649 0.0348 -0.2165 0.0344 0.45
H 4.6383 1.3061 1.7432 -0.0952 -0.1762 -0.0416 -0.08
H 4.8218 2.3448 4.3187 0.1086 -0.0942 -0.0488 0.30
H 2.7811 3.3949 3.8725 -0.2725 -0.1512 0.0464 0.41
H 2.2043 2.0741 2.7849 -0.0038 -0.0140 0.0330 0.10
H 3.5307 3.1534 2.3252 -0.0470 -0.0607 -0.0568 0.40
H 2.5959 0.9992 4.8013 -0.1282 -0.0964 0.0322 0.30
H 5.9296 -2.6049 0.9987 0.0098 0.0800 0.0496 0.31
H 5.9409 -2.8085 2.7939 0.0284 0.2618 -0.0819 0.37
H 5.4425 -4.1199 1.7353 0.0435 0.0176 -0.0866 0.45
H 2.3149 -4.4679 1.3870 -0.3145 0.3623 0.2523 0.11
H 2.0246 -2.5099 0.1856 -0.3245 -0.0705 0.4734 -0.06
C -1.5186 3.4522 3.4685 -0.2789 -0.0310 0.1915 -0.84
N -1.8065 3.0537 2.1076 -0.0972 0.0282 -0.2745 0.39
C -1.9327 4.1120 1.1164 0.1572 -0.0297 -0.2635 -1.02
P -1.9898 1.4587 1.5498 2.8115 0.8704 4.3252 0.56
O -1.0604 1.4007 0.3930 -2.0240 -0.3852 -1.7004 -0.37
N -1.3056 0.3001 2.5827 0.2888 -0.0581 -0.2715 0.34
C -1.1722 0.4316 4.0199 -0.3660 -0.2367 0.1585 -1.13
C -0.2153 -0.4939 2.0217 -0.0205 0.0679 -0.1919 0.02
N -3.5531 1.2033 2.1771 -0.8907 -0.3066 -2.5435 -0.12
C -4.1302 -0.1033 1.7761 0.1416 -0.2528 0.3184 -1.00
C -4.5613 2.2356 1.8578 0.0586 0.2627 0.2790 -0.98
H -2.1811 2.9730 4.1931 0.0334 -0.0407 -0.0087 0.34
H -1.6786 4.5250 3.5805 0.0021 0.0043 -0.0938 0.44
H -0.4827 3.2437 3.7567 -0.0150 -0.0027 0.0191 -0.01
H -2.9784 4.3369 0.8677 0.0191 0.0620 0.0432 0.29
H -1.4248 3.8393 0.1895 -0.0065 -0.0393 0.0196 0.17
H -1.4745 5.0318 1.4791 0.0290 -0.0419 0.0638 0.44
H -0.3159 1.0578 4.3027 -0.0142 -0.0049 0.0286 0.19
H -1.0194 -0.5546 4.4650 0.0389 -0.0172 -0.0589 0.36
H -2.0758 0.8388 4.4697 0.0032 0.0982 -0.0737 0.35
H 0.7277 0.0568 1.9993 0.0153 -0.0244 -0.0478 -0.28
H -0.4504 -0.8047 1.0058 0.0265 0.1006 -0.0339 -0.45
H -0.0779 -1.3997 2.6113 -0.0522 0.0997 0.1688 0.52
H -4.3185 -0.1601 0.6995 -0.0883 0.0331 0.0210 0.26
H -5.0730 -0.2560 2.3009 0.0004 0.0582 0.0202 0.44
H -3.4560 -0.9097 2.0562 0.0708 0.0499 -0.0114 0.28
H -4.6656 2.4190 0.7841 -0.0617 -0.0389 -0.0072 0.29
H -4.3160 3.1718 2.3539 0.1116 -0.0001 -0.0500 0.29
H -5.5271 1.9099 2.2423 0.0193 -0.0723 -0.0148 0.39
C -1.6262 -1.8638 -2.2784 -0.1832 -0.2595 0.0283 -1.13
N -2.3940 -0.7830 -2.8645 -0.1526 0.2656 0.0269 0.90
C -2.9087 0.2249 -1.9475 -0.1854 0.1989 -0.0077 -0.56
P -2.7306 -0.5591 -4.4999 3.3173 -2.2708 0.6619 0.28
O -2.4378 0.8548 -4.8053 -2.1093 0.5003 -0.3758 -0.91
N -1.6644 -1.4185 -5.5013 0.3231 0.3653 0.0062 0.24
C -1.0251 -2.6733 -5.1563 -0.2913 -0.2978 -0.1499 -0.96
C -0.8195 -0.6249 -6.3904 0.0928 0.1290 0.0428 -0.98
N -3.9899 -1.6782 -4.6851 -1.3716 1.5830 -0.3874 0.09
C -4.5872 -1.6468 -6.0369 0.1851 -0.2164 -0.1644 -1.08
C -5.0848 -1.5835 -3.7026 0.1261 -0.1954 0.2474 -1.00
H -1.9549 -2.8448 -2.6263 0.0181 0.0030 -0.0364 0.33
H -1.7658 -1.8657 -1.1964 -0.0309 0.1051 -0.0122 0.47
H -0.5537 -1.7695 -2.4698 0.0040 -0.0247 0.0028 0.12
H -3.9801 0.0844 -1.7355 0.0182 -0.0085 0.0032 0.29
H -2.7834 1.2322 -2.3468 0.0470 -0.0442 -0.0683 0.38
H -2.3720 0.1895 -1.0037 0.1294 -0.0303 -0.1217 -0.39
H -0.1514 -2.5375 -4.5100 0.0149 -0.0339 -0.0175 0.27
H -0.6842 -3.1706 -6.0681 -0.0068 0.0564 -0.0284 0.35
H -1.7247 -3.3560 -4.6775 -0.0377 0.0726 0.0708 0.24
H 0.0460 -0.1910 -5.8760 0.0229 -0.0058 -0.0319 0.23
H -1.3838 0.1843 -6.8432 -0.0112 0.0444 0.0937 0.32
H -0.4556 -1.2674 -7.1956 0.0020 -0.0693 0.0591 0.35
H -5.1037 -0.7031 -6.2409 -0.0552 -0.0243 0.0262 0.33
H -5.3045 -2.4621 -6.1325 -0.0011 -0.0095 0.0595 0.41
H -3.8144 -1.7899 -6.7885 0.0573 0.0419 0.0466 0.32
H -5.5356 -0.5868 -3.6521 -0.0517 -0.0149 -0.0373 0.34
H -4.7294 -1.8610 -2.7121 0.0879 0.0835 -0.0052 0.24
H -5.8636 -2.2950 -3.9761 0.0138 0.0083 -0.0666 0.40
```
Forces are in eV/Å.



2.
A 7-piece molecular cluster, C22H57N7O8P2 overall. Source: the Open Molecules 2025 dataset; level of theory: ωB97M-V/def2-TZVPD.

Output
Largest force on an atom   0.04054 Eh/bohr
Net charge   0
SMILES string   CCOCC[PH3]P(N)O.CN(C)C=O.CN(C)C=O.CN(C)C=O.CN(C)C=O.CN(C)C=O.CN(C)C=O
Total energy   -2540.26185 Eh

Geometry as XYZ:
```
96
Properties=species:S:1:pos:R:3:forces:R:3:mulliken_charge:R:1
C -4.4833 -1.0210 1.8356 0.6291 -1.2181 0.4172 -0.87
C -3.9139 -2.0985 2.8294 -1.6869 0.9245 -0.1882 -0.28
O -4.0484 -3.3534 2.1666 1.4094 0.4934 0.2228 -0.23
C -2.9891 -4.2598 2.4854 -0.6210 -1.8149 -0.8157 -0.61
C -2.8543 -5.2070 1.2376 -0.4274 1.2330 0.3486 -0.47
P -2.4406 -4.0668 -0.2377 0.0539 -0.7632 1.3801 0.31
P -1.9384 -2.5695 -1.8429 -0.6608 1.5304 -1.1711 -0.04
N -0.7983 -3.2936 -2.9760 0.0283 0.6751 1.1071 -0.58
O -1.0586 -1.3591 -1.0314 -0.0871 -1.7688 -0.5893 -0.24
H -3.7373 -0.9345 1.0212 -0.5482 0.3560 0.3080 0.07
H -4.6960 -0.0653 2.3414 0.2158 -0.3403 -0.3361 0.38
H -5.4119 -1.4589 1.4222 0.3911 0.4327 0.1574 0.27
H -2.8772 -1.8676 3.1401 -0.4443 -0.2442 -0.2120 0.30
H -4.5891 -2.1235 3.7182 0.6778 0.0878 -0.2327 0.25
H -2.0241 -3.7555 2.6969 -0.5541 -0.0845 0.0301 0.38
H -3.3410 -4.8899 3.3283 0.6160 0.4142 -0.0230 0.32
H -2.1124 -6.0109 1.4019 -0.4252 0.3381 -0.0787 0.51
H -3.8736 -5.6047 1.0533 0.7830 -0.1785 0.0844 -0.10
H -3.8209 -3.6558 -0.3365 0.4901 -0.0475 -0.1986 0.04
H -1.4922 -3.3684 0.6350 0.0632 0.0736 -0.0755 -0.14
H -2.0646 -5.1718 -1.0881 -0.0937 0.1074 -0.1198 -0.07
H 0.1430 -3.1061 -2.6300 0.0873 -0.4521 -0.2804 0.24
H -0.9628 -4.2936 -3.0713 0.2144 0.0381 0.0564 0.30
H -0.2625 -1.7494 -0.6325 0.0675 0.2635 0.3494 0.25
C 0.9945 2.3756 -1.7600 -0.1771 -0.2269 -0.0572 -0.88
N 0.3206 2.1132 -3.0141 0.1990 0.4071 -0.2395 0.24
C -0.5711 0.9687 -3.1005 0.0061 0.1266 -0.1880 -0.98
C 0.4968 2.8971 -4.1001 0.0190 -0.1549 0.3910 0.03
O -0.0366 2.7279 -5.1782 -0.1096 -0.0818 -0.1655 -0.61
H 1.6114 1.5128 -1.4974 0.0309 0.0865 0.1704 0.36
H 0.2481 2.5376 -0.9789 0.1476 0.0042 0.1221 0.30
H 1.6285 3.2589 -1.8362 -0.0407 -0.0181 -0.0760 0.26
H -0.2133 0.2934 -3.8804 -0.1439 -0.0664 0.0338 0.25
H -1.5734 1.3099 -3.3663 0.0021 -0.1363 -0.0263 0.31
H -0.6053 0.4404 -2.1499 0.0491 0.1456 -0.1295 0.41
H 1.1925 3.7338 -3.9199 0.0470 0.0306 0.0661 0.31
C 3.6549 2.0285 2.4347 -0.3890 -0.0112 0.0734 -0.97
N 2.6952 0.9756 2.1629 0.2918 -0.3317 -0.3300 0.24
C 1.4031 1.0121 2.8268 0.0433 -0.1906 -0.1223 -0.75
C 2.9671 -0.0352 1.3108 0.0710 0.3303 0.1979 0.04
O 2.2092 -0.9462 1.0367 -0.2678 -0.1312 -0.0655 -0.61
H 3.8911 2.0340 3.5016 0.1124 0.1331 -0.0387 0.25
H 3.2246 2.9904 2.1549 0.2007 0.0844 0.1089 0.42
H 4.5725 1.8716 1.8686 -0.0525 -0.0677 0.0069 0.29
H 1.2738 0.1032 3.4180 -0.1112 0.0483 -0.0099 0.29
H 0.6110 1.0536 2.0768 -0.0720 -0.0073 0.1249 0.24
H 1.3352 1.8818 3.4745 0.0005 -0.0152 -0.0666 0.21
H 3.9722 0.0359 0.8635 0.0633 0.0456 0.0114 0.33
C 1.4274 5.9179 6.6078 0.1318 -0.2733 0.0623 -0.95
N 1.1409 4.6103 6.0529 -0.2544 0.1715 -0.2031 0.13
C 1.8530 3.4536 6.5639 -0.1826 -0.1020 -0.1977 -0.73
C 0.2285 4.4326 5.0701 0.1565 0.2074 0.1888 0.11
O -0.0524 3.3640 4.5671 0.0467 -0.1809 0.0223 -0.59
H 2.4825 6.1538 6.4531 -0.0397 0.1405 0.0667 0.34
H 1.2109 5.9128 7.6785 0.0452 0.1551 -0.0054 0.35
H 0.8189 6.6818 6.1264 -0.0070 -0.0784 -0.0275 0.29
H 2.4022 2.9757 5.7503 0.0319 -0.0710 0.1056 0.07
H 1.1378 2.7348 6.9679 0.1156 -0.0635 0.0036 0.30
H 2.5482 3.7544 7.3448 -0.0425 0.0728 -0.0432 0.39
H -0.2539 5.3706 4.7532 0.0108 0.0659 0.0308 0.29
C 2.7721 0.8647 -9.1211 -0.1164 0.0606 0.2772 -0.91
N 3.3046 1.0173 -7.7829 0.3988 -0.0964 -0.1466 0.16
C 2.3935 1.3055 -6.6884 0.2340 -0.0388 0.0697 -1.01
C 4.6264 0.8997 -7.5199 -0.2808 0.0050 -0.1745 0.09
O 5.1318 1.0172 -6.4224 -0.0127 0.0457 0.1915 -0.58
H 2.2673 1.7869 -9.4176 -0.0431 -0.0854 -0.1362 0.32
H 2.0555 0.0405 -9.1344 -0.0252 0.0440 -0.1604 0.32
H 3.5704 0.6526 -9.8313 0.0228 0.0083 0.0765 0.32
H 2.6768 2.2502 -6.2228 -0.1369 -0.0381 0.0634 0.29
H 2.4656 0.5137 -5.9400 -0.0838 0.0891 0.0586 0.29
H 1.3710 1.3722 -7.0508 0.0598 0.0361 -0.0127 0.44
H 5.2277 0.6810 -8.4176 -0.0203 -0.0109 -0.0798 0.26
C -8.0546 -8.3221 1.6801 0.1279 0.1053 -0.2730 -0.93
N -6.7098 -7.9478 1.2916 0.0697 -0.0841 0.3438 0.11
C -6.4601 -7.5243 -0.0744 0.2636 0.0153 0.1297 -0.87
C -5.6753 -7.9801 2.1645 -0.2582 -0.0480 -0.0465 0.10
O -4.5309 -7.6785 1.8968 0.0124 -0.0815 -0.1061 -0.54
H -8.3890 -9.1618 1.0665 -0.1426 0.0109 0.0891 0.34
H -8.7255 -7.4736 1.5281 -0.1188 -0.1029 0.0578 0.34
H -8.0848 -8.6147 2.7285 0.0718 0.0228 -0.0300 0.29
H -5.7235 -8.1873 -0.5322 -0.0196 0.0943 -0.0879 0.30
H -6.0588 -6.5092 -0.0735 -0.0074 -0.0307 -0.1297 0.20
H -7.3823 -7.5505 -0.6511 -0.0122 -0.0215 0.0913 0.38
H -5.9700 -8.3136 3.1723 -0.0807 -0.0192 0.0240 0.30
C 4.7735 6.2115 -1.5295 0.1669 -0.2267 0.0813 -0.98
N 4.8446 5.5136 -0.2606 -0.3073 0.2189 0.1380 0.15
C 5.8174 4.4490 -0.0933 -0.1098 0.0202 0.2409 -0.81
C 4.0311 5.8238 0.7751 0.1121 0.0565 -0.3049 0.08
O 4.0433 5.2761 1.8592 0.0897 -0.1345 0.1073 -0.61
H 4.5407 5.4982 -2.3232 0.0174 0.1314 -0.0989 0.35
H 5.7363 6.6827 -1.7385 -0.0744 0.0465 -0.1386 0.36
H 4.0012 6.9787 -1.5040 0.0119 -0.0443 0.0694 0.31
H 5.3004 3.5187 0.1486 0.1261 -0.0288 -0.0124 0.14
H 6.4895 4.6961 0.7305 0.0308 -0.1194 -0.0331 0.30
H 6.3932 4.3183 -1.0070 -0.0729 0.0600 -0.0073 0.39
H 3.3317 6.6430 0.5443 -0.0027 0.0379 -0.0661 0.31
```
Forces are in eV/Å.



Question: Which of these has the highest largest force on an atom?
Answer: C22H57N6O11P3S